# 1
A molecular structure, C27H24Cl2N3OS2SbTi, computed with wB97M-V/def2-TZVPD.

CARTESIAN COORDINATES (ANGSTROEM)
1 C -2.4166 3.1233 1.6869
2 C 3.6052 0.7660 -0.1030
3 H 4.9743 1.1827 1.4923
4 H -2.6373 -3.3824 -3.9735
5 C -1.4207 3.1745 0.7222
6 C 3.9576 1.2830 1.1349
7 Cl 2.2729 -3.5099 -1.3395
8 H -2.8633 2.1730 1.9496
9 H 0.4375 -5.0566 5.3138
10 C 1.5003 -3.3988 4.4256
11 C -2.8290 4.2928 2.3149
12 H 4.1867 -4.8049 -1.7418
13 N -2.8026 -3.7035 -3.0380
14 N -2.0180 -3.9113 -0.9190
15 C -0.8366 4.3939 0.3870
16 H -1.6126 3.7506 -5.7860
17 H 2.0259 0.4401 -1.5079
18 H 0.9630 2.5477 2.0843
19 C 2.2991 0.8868 -0.5569
20 H -3.2719 -4.5823 -2.9008
21 C 0.7736 -2.7172 2.2158
22 H 4.3402 0.2524 -0.7092
23 C -2.1810 2.9345 -2.5506
24 C -2.4063 3.4615 -3.8150
25 H 0.5032 2.5690 -5.3007
26 H -0.0620 4.4395 -0.3715
27 C 3.1226 -5.0061 -1.7476
28 H 2.3634 -1.7935 3.2865
29 C 0.5335 -4.4087 4.4537
30 C 1.6196 -2.5794 3.3269
31 H 0.8984 1.6038 -3.0765
32 S -0.9845 -1.8773 -2.4302
33 H -1.6537 -4.9725 1.1936
34 C -1.9818 -3.2686 -2.0467
35 H 2.1649 -3.2588 5.2686
36 S -2.0628 -0.2038 1.0231
37 H 3.2776 2.3108 2.8926
38 C -0.2508 2.6713 -4.5309
39 C -0.9886 2.2730 -2.2796
40 Ti -0.3805 -1.4382 -0.1136
41 C -0.0274 2.1311 -3.2712
42 C 3.0056 1.9200 1.9202
43 C -0.2874 -4.5699 3.3641
44 Cl 2.6822 -5.6162 -3.3482
45 H -0.7869 6.5030 0.7608
46 H -1.0315 -5.3582 3.3613
47 H -3.3357 3.9744 -4.0268
48 C 1.7014 2.0520 1.4647
49 C -1.0717 -4.0561 1.1191
50 C -2.2444 5.5059 1.9841
51 H -3.6080 4.2524 3.0653
52 H -2.9330 3.0523 -1.7785
53 C 1.3479 1.5482 0.2157
54 O 0.9449 -1.8987 1.1891
55 Sb -0.7262 1.4549 -0.3119
56 C -1.4391 3.3342 -4.8023
57 H 2.8553 -5.7551 -1.0124
58 N -1.1933 -3.3608 0.0445
59 C -1.2455 5.5576 1.0205
60 C -0.1996 -3.7414 2.2315
61 H -2.5665 6.4143 2.4768

Values from the calculation:
**HOMO (alpha / beta)**: -6.455 / -7.861 eV
**E_LUMO (alpha / beta)**: 0.009 / -0.032 Eh
**⟨S²⟩**: 2.013
**Calculated total energy**: -4089.28795 hartree
**Kohn-Sham gap (alpha / beta)**: 6.70 / 6.98 eV
**Spin multiplicity**: 3
**Molar mass**: 711.18 Da
**ΔE to the lowest compared entry with this formula, charge and spin**: 16.85 kcal/mol

Atom charges from the natural (NBO) analysis, given in e for atoms 1 to 2:
1 C -0.208
2 C -0.188

# 2
A gas-phase ion, C9H17NO2P (charge +1) at a distorted geometry, computed with wB97M-V/def2-TZVPD.

CARTESIAN COORDINATES (ANGSTROEM)
1 H 1.7782 -1.5964 -2.4942
2 O -0.7199 -1.3211 -0.4681
3 O 0.0733 2.4443 0.1540
4 H -0.5484 -1.1449 2.1947
5 H 0.1662 1.8930 -2.2684
6 H -0.3789 -2.5570 -2.0510
7 H -3.1319 1.7701 -0.5930
8 H 1.7446 0.3531 -0.9580
9 H -3.0476 0.2285 0.2876
10 H 1.7834 -1.2781 2.9724
11 N -0.2758 0.8092 2.1245
12 H 0.4079 1.3619 2.6154
13 H -0.9380 0.7715 2.9147
14 C -0.0378 -0.3253 0.2661
15 C 1.6469 -1.7150 -1.4211
16 H -1.6290 2.1728 -2.2892
17 H -0.2857 3.0081 0.8971
18 C 1.5006 -0.4540 -0.3730
19 C 2.2826 -0.8438 0.7981
20 H -2.7074 1.8554 1.1848
21 H -1.1854 0.7250 -2.6891
22 H 2.4722 -2.4158 -1.2185
23 H 3.2725 -1.0393 0.7971
24 H 0.2029 -3.0611 -0.6542
25 C 0.1443 -2.2309 -1.2225
26 C 1.6039 -0.9667 1.9360
27 C -2.6517 1.3272 0.2069
28 P -0.8488 1.2319 -0.2518
29 C -0.8163 1.5330 -2.1132
30 C 0.1229 -0.5356 1.7160

Values from the calculation:
**HOMO**: -12.995 eV
**E_LUMO**: -0.099 Eh
**Calculated total energy**: -899.40286 hartree
**Kohn-Sham gap**: 10.31 eV
**Molar mass**: 202.21 Da
**ΔE to the lowest compared entry with this formula, charge and spin**: 23.80 kcal/mol
**Net charge**: +1

Atom charges from the natural (NBO) analysis, given in e for atoms 1 to 2:
1 H 0.229
2 O -0.552

# 3
A gas-phase ion, C6H13FNO2S (charge -1) at a distorted geometry, computed with wB97M-V/def2-TZVPD.

CARTESIAN COORDINATES (ANGSTROEM)
1 H 0.5301 0.9580 -1.3583
2 H -2.5949 -0.7690 1.3642
3 N 4.3164 0.3436 0.5888
4 H -3.7677 -1.4597 -1.3088
5 C 2.0460 1.3545 0.0646
6 O 2.3652 -1.2642 0.3411
7 H -1.6592 -1.8648 0.0730
8 H -1.5548 0.2057 -1.2770
9 C -2.3296 -1.0639 0.3048
10 H 3.8583 0.2151 1.5396
11 C 0.6316 1.2735 -0.3597
12 H -4.3810 -0.2443 -0.0888
13 S 2.9239 -0.1071 -0.3521
14 C -1.6219 0.1860 -0.1244
15 C -0.2552 0.4392 0.4588
16 H -2.2128 1.0452 0.2091
17 C -3.7329 -1.1584 -0.2377
18 H 0.2704 -0.5793 0.6134
19 F 5.3928 -0.5583 0.4170
20 H -0.2831 0.7959 1.4440
21 H -4.1933 -1.9834 0.2636
22 H 2.4857 2.1561 -0.4507
23 O 3.3877 -0.3382 -1.7509
24 H 0.3784 2.4176 -0.3736

Values from the calculation:
**HOMO**: -3.306 eV
**E_LUMO**: 0.125 Eh
**Calculated total energy**: -939.58115 hartree
**SMILES string**: CCCCCC=[S@](=O)([O-])NF
**Kohn-Sham gap**: 6.70 eV
**Molar mass**: 182.24 Da
**ΔE to the lowest compared entry with this formula, charge and spin**: 15.49 kcal/mol
**Net charge**: -1

Atom charges from the natural (NBO) analysis, given in e for atoms 1 to 2:
1 H 0.168
2 H 0.189

# 4
2 unconnected molecules or ions with the total composition C2H6OS at a distorted geometry, computed with wB97M-V/def2-TZVPD.

CARTESIAN COORDINATES (ANGSTROEM)
1 S 2.3848 -0.9450 -0.4575
2 O -1.2249 -1.0232 0.6173
3 H -1.6500 -1.1551 1.4598
4 H 2.9019 -0.4425 0.6752
5 C -1.4554 1.0054 -0.6472
6 H -1.0836 2.0165 -0.7302
7 H -0.3949 0.8141 1.1281
8 H 3.5870 -1.1382 -0.9939
9 H -2.0555 0.5659 -1.4326
10 C -1.0094 0.3020 0.3811

Values from the calculation:
**HOMO**: -9.399 eV
**E_LUMO**: 0.030 Eh
**Calculated total energy**: -553.17865 hartree
**SMILES string**: C=CO.S
**Kohn-Sham gap**: 10.22 eV
**Molar mass**: 78.14 Da
**ΔE to the lowest compared entry with this formula, charge and spin**: 15.54 kcal/mol

Atom charges from the natural (NBO) analysis, given in e for atoms 1 to 2:
1 S -0.276
2 O -0.704

# 5
A molecular structure, C2H7NOS2 at a distorted geometry, computed with wB97M-V/def2-TZVPD.

CARTESIAN COORDINATES (ANGSTROEM)
1 H -2.5160 -0.7591 0.1826
2 H -1.6644 -0.3793 -1.3347
3 H -0.8789 1.0246 1.2885
4 S 0.6904 -1.8473 -0.6596
5 S 2.1829 1.4730 -0.2489
6 C -1.5231 -0.4124 -0.2226
7 H -0.0392 1.0897 -0.2369
8 N 2.1269 -0.2169 0.1378
9 H 1.9036 -0.2957 1.1526
10 H 2.8501 -0.8578 -0.1530
11 C -0.9634 0.9227 0.2580
12 H -1.6262 1.5591 -0.2787
13 O -0.5427 -1.3006 0.1148

Values from the calculation:
**HOMO (alpha / beta)**: -7.792 / -8.567 eV
**E_LUMO (alpha / beta)**: -0.051 / -0.028 Eh
**Calculated total energy**: -1006.62056 hartree
**Kohn-Sham gap (alpha / beta)**: 6.42 / 7.80 eV
**Molar mass**: 125.22 Da
**ΔE to the lowest compared entry with this formula, charge and spin**: 102.59 kcal/mol

Atom charges from the natural (NBO) analysis, given in e for atoms 1 to 2:
1 H 0.194
2 H 0.172

# 6
C3H5NO2 in the gas phase at a distorted geometry, computed with wB97M-V/def2-TZVPD.

CARTESIAN COORDINATES (ANGSTROEM)
1 C -0.0301 1.1617 -0.6799
2 N 1.0559 -1.8544 0.4269
3 H 1.0114 -2.7016 -0.1266
4 O 0.1318 0.0920 -1.6169
5 H -0.4502 0.2945 2.3323
6 C -0.4043 0.2314 0.4663
7 H 0.9079 1.7040 -0.4908
8 H -0.7841 1.8630 -1.0533
9 C 0.3034 -0.9024 0.2920
10 H -0.6642 -0.3775 -1.1750
11 O -1.0775 0.4895 1.6251

Values from the calculation:
**HOMO**: -8.385 eV
**E_LUMO**: 0.024 Eh
**Calculated total energy**: -322.41668 hartree
**SMILES string**: N=C=C(O)CO
**Kohn-Sham gap**: 9.03 eV
**Molar mass**: 87.08 Da
**ΔE to the lowest compared entry with this formula, charge and spin**: 98.93 kcal/mol

Atom charges from the natural (NBO) analysis, given in e for atoms 1 to 2:
1 C -0.102
2 N -0.638

# 7
C2H6N6 in the gas phase at a distorted geometry, computed with wB97M-V/def2-TZVPD.

CARTESIAN COORDINATES (ANGSTROEM)
1 H 1.3186 0.0752 -2.9059
2 H -0.0557 -0.1611 -3.5881
3 N 0.4445 -0.2121 -2.6016
4 N -0.1065 0.6539 -1.4518
5 N -0.1260 1.5378 0.7079
6 H -0.4811 -0.3586 3.5475
7 H -0.0854 -1.8988 1.9082
8 N 0.1546 -0.7080 0.4163
9 N -0.9024 -1.0696 1.5900
10 N 0.0393 1.3086 2.0021
11 H 0.1707 -1.3973 -0.5114
12 C 0.0231 0.4575 -0.0778
13 H -0.0141 1.6461 -1.5107
14 C -0.3795 0.1266 2.4752

Values from the calculation:
**HOMO**: -7.990 eV
**E_LUMO**: 0.017 Eh
**Calculated total energy**: -408.09768 hartree
**SMILES string**: NNC1=NN=CNN1
**Kohn-Sham gap**: 8.45 eV
**Molar mass**: 114.11 Da
**ΔE to the lowest compared entry with this formula, charge and spin**: 124.41 kcal/mol

Atom charges from the natural (NBO) analysis, given in e for atoms 1 to 2:
1 H 0.347
2 H 0.379